1.
A 5-piece molecular cluster, C20H61B2N2O21P6 overall in a non-equilibrium geometry, computed with ωB97M-V/def2-TZVPD.

- net charge = -1
- HOMO energy (eV) = -3.38
- frontier orbital gap (Ha) = 0.1651

```
112
C20H61B2N2O21P6 | OMol25 | ωB97M-V/def2-TZVPD
C -0.3382 0.6442 -3.4801
C -0.3330 2.1707 -3.3679
O -0.3312 2.5128 -1.9757
P -1.4094 3.5658 -1.4574
O -0.9929 4.9690 -1.5953
C -1.6907 3.1320 0.2669
C -1.7110 1.6244 0.5815
C -1.2398 1.2792 1.9971
B -1.2689 -0.3758 2.2560
N -2.3976 -1.1612 1.4893
B -1.5768 -0.6231 3.9256
N -2.8160 -1.2774 4.3445
O -0.7078 -0.1993 4.9728
P 0.3918 -1.2075 1.6687
C 1.7826 -0.6715 2.7406
O 0.2116 -2.8555 2.0618
O -2.7898 3.3844 -2.2532
C -3.4157 2.0834 -2.2479
C -4.6792 2.1199 -1.4145
H -0.8581 0.2414 -2.6144
H 0.6874 0.3080 -3.3596
H -0.7609 0.2944 -4.4155
H 0.6023 2.5123 -3.8106
H -1.1366 2.6331 -3.9371
H -0.9002 3.6327 0.8219
H -2.6363 3.6163 0.5070
H -2.7414 1.2827 0.4786
H -1.1129 1.0416 -0.1176
H -1.8689 1.8403 2.6945
H -0.1959 1.6099 2.0521
H -3.2987 -0.7076 1.5674
H -2.1734 -1.2541 0.5023
H -2.8297 -1.3751 5.3591
H -2.8533 -2.2100 3.9481
H -0.4713 -0.9780 5.4860
H 2.4494 -0.0460 2.1522
H 2.3579 -1.5496 3.0333
H 1.4798 -0.1094 3.6231
H -0.3798 -3.2098 1.3950
H -3.7056 1.8931 -3.2818
H -2.7354 1.2889 -1.9549
H -5.0347 1.0979 -1.2909
H -4.4330 2.4625 -0.4128
H -5.4392 2.7500 -1.8609
C -0.1950 -4.4548 -4.5780
O 1.0158 -4.8015 -3.8873
P 2.2758 -3.8596 -4.1571
O 1.9203 -2.4673 -3.8897
O 2.3428 -4.1553 -5.7827
C 2.2034 -5.4707 -6.3065
O 3.8413 -4.0753 -3.9247
C 4.6963 -3.1270 -4.5807
H -0.9457 -4.2171 -3.8288
H -0.0609 -3.6071 -5.2436
H -0.5143 -5.3230 -5.1533
H 1.4350 -5.4569 -7.0803
H 1.9140 -6.1933 -5.5442
H 3.1494 -5.7805 -6.7527
H 4.7163 -2.1987 -4.0145
H 4.3700 -2.9372 -5.5998
H 5.6892 -3.5704 -4.5951
C -2.9035 6.4316 7.8289
O -3.7245 5.5247 7.0845
P -3.3144 3.9825 7.1731
O -3.2551 3.5608 8.5762
O -1.8131 4.1178 6.5444
C -1.5410 4.9300 5.4046
O -3.8259 2.8199 6.2411
C -3.1369 1.5527 6.3663
H -3.5283 6.9098 8.5799
H -2.0706 5.9295 8.3134
H -2.5217 7.1843 7.1396
H -0.7109 5.5951 5.6444
H -2.3992 5.5348 5.1120
H -1.2528 4.2881 4.5723
H -3.5019 1.0223 7.2436
H -2.0615 1.6856 6.4274
H -3.3712 0.9736 5.4782
C 4.1139 4.2687 -4.8989
O 2.7118 4.0038 -5.0295
P 1.9577 4.7126 -6.2739
O 2.7638 4.2344 -7.4218
O 2.2929 6.2393 -5.8105
C 1.9844 6.6872 -4.4792
O 0.5542 5.0792 -6.9958
C 0.6594 5.9260 -8.1436
H 4.6376 3.3215 -5.0035
H 4.4732 4.9697 -5.6459
H 4.2893 4.6750 -3.9029
H 2.8814 7.1348 -4.0532
H 1.6580 5.8755 -3.8306
H 1.1990 7.4390 -4.5317
H 0.9757 5.3405 -9.0038
H 1.3545 6.7448 -7.9728
H -0.3366 6.3291 -8.3172
C 0.5395 -5.8774 2.2224
O 0.8574 -7.2859 2.0625
P 1.1716 -8.0989 3.3769
O 0.0719 -8.0072 4.3393
O 2.4646 -7.2337 3.8855
C 3.4632 -6.7767 2.9768
O 1.8580 -9.5382 3.4675
C 2.2284 -9.9530 4.7875
H -0.4726 -5.7202 1.8624
H 0.6156 -5.5463 3.2523
H 1.2343 -5.3064 1.6130
H 3.6043 -5.7071 3.1292
H 3.1846 -6.9452 1.9373
H 4.4006 -7.2939 3.1863
H 1.3504 -10.3104 5.3212
H 2.6969 -9.1424 5.3405
H 2.9406 -10.7663 4.6659
```

Mulliken atomic charge list, values in e, 6 entries: atom 1 (C): -0.993, atom 2 (C): -0.215, atom 3 (O): -0.290, atom 4 (P): 0.920, atom 5 (O): -0.836, atom 6 (C): -0.660


2.
A 9-piece molecular cluster, C20H61N3O10 overall in a non-equilibrium geometry, computed with ωB97M-V/def2-TZVPD.

- net charge = 0
- HOMO energy (eV) = -8.22
- SMILES = COC[C@H](C)N.COC[C@H](C)N.COCCNCCOC.CO.CO.CO.CO.CO.CO
- frontier orbital gap (Ha) = 0.3114
- energy above the lowest of the compared OMol25 structures with the same formula, charge and spin (kJ/mol) = 104.0

```
94
C20H61N3O10 | OMol25 | ωB97M-V/def2-TZVPD
C -3.0903 0.2442 -6.6798
O -3.3859 -0.1255 -5.3507
C -2.6245 0.6090 -4.3418
C -2.9553 -0.0293 -3.0444
C -4.4006 0.0351 -2.4925
N -2.0533 0.5421 -2.0729
H -3.8774 0.7607 -7.2292
H -2.7449 -0.5786 -7.3057
H -2.2675 0.9556 -6.7499
H -1.5477 0.7096 -4.4771
H -2.9976 1.6308 -4.4120
H -2.4813 -1.0100 -3.0864
H -4.5754 0.9577 -1.9389
H -4.5316 -0.8309 -1.8438
H -5.1169 0.1175 -3.3100
H -2.3710 1.4514 -1.7693
H -2.0049 -0.0426 -1.2508
C 5.0016 0.7309 -3.9827
O 3.9116 0.0727 -3.4517
C 4.0952 -1.3062 -3.1370
C 2.8399 -1.7581 -2.2812
C 2.7576 -1.2792 -0.8089
N 2.5751 -3.1728 -2.2694
H 6.0000 0.5147 -3.6025
H 4.7419 1.7892 -3.9578
H 5.0751 0.3939 -5.0167
H 4.2859 -1.9117 -4.0231
H 4.8864 -1.5609 -2.4319
H 1.9331 -1.3948 -2.7646
H 1.8957 -1.7805 -0.3687
H 2.5588 -0.2113 -0.7182
H 3.6289 -1.5097 -0.1959
H 1.6955 -3.2782 -1.7844
H 3.2267 -3.6176 -1.6388
C -0.5414 -0.1890 6.8733
O -1.0720 0.3367 5.6605
C -0.6366 -0.2555 4.4326
C -0.8628 -1.7921 4.1956
N -0.6055 -1.9819 2.7385
C -0.4950 -3.4243 2.4514
C -0.7174 -3.8938 1.0618
O -0.5107 -5.2798 0.9897
C -1.6768 -6.1056 1.2742
H -0.5328 0.5736 7.6521
H 0.4953 -0.5210 6.8188
H -1.0069 -1.1081 7.2291
H 0.4259 -0.1275 4.2256
H -1.1960 0.3140 3.6904
H -1.8633 -2.0164 4.5654
H -0.1493 -2.2954 4.8480
H 0.2418 -1.4856 2.5020
H -1.0900 -4.0199 3.1437
H 0.4882 -3.7388 2.8015
H 0.0282 -3.3757 0.4586
H -1.7104 -3.5356 0.7900
H -2.4538 -5.8664 0.5482
H -1.9987 -5.9204 2.2990
H -1.4544 -7.1311 0.9791
C 3.8162 2.3265 -0.2698
O 3.3208 2.1787 -1.5701
H 4.8385 2.6637 -0.4405
H 3.2632 3.0800 0.2912
H 3.7746 1.3689 0.2493
H 3.9218 1.5738 -2.0112
C 0.4991 0.8801 1.0716
O 1.2490 0.0734 1.9292
H 1.1141 1.5560 0.4774
H -0.2110 0.2786 0.5042
H -0.2684 1.4732 1.5688
H 1.8467 0.6510 2.4095
C -2.6755 2.9122 0.1479
O -2.8766 3.3566 -1.1663
H -1.9194 3.5747 0.5692
H -3.6153 3.0154 0.6903
H -2.3182 1.8825 0.1507
H -3.1308 4.2804 -1.2254
C 0.4519 5.4850 -1.0154
O 0.4653 4.0521 -1.0502
H 0.1099 5.9064 -0.0701
H 1.4467 5.9291 -0.9823
H -0.1415 5.9468 -1.8045
H 1.3407 3.7563 -1.3106
C 2.6208 2.9423 3.2199
O 3.1176 1.5981 3.0630
H 2.5868 3.1795 4.2833
H 3.2036 3.7573 2.7907
H 1.5937 3.1363 2.9110
H 4.0417 1.4579 3.2824
C -3.7808 -1.1609 1.8645
O -2.6461 -1.2703 1.0959
H -3.8428 -2.1237 2.3716
H -3.7129 -0.3238 2.5593
H -4.6810 -1.0788 1.2554
H -1.9911 -1.5925 1.7195
```

Mulliken atomic charge list, values in e, 6 entries: atom 1 (C): -0.810, atom 2 (O): -0.339, atom 3 (C): -0.889, atom 4 (C): 0.512, atom 5 (C): -1.295, atom 6 (N): -0.331


3.
A 8-piece molecular cluster, C20H62O26P6 overall, computed with ωB97M-V/def2-TZVPD.

- net charge = 0
- HOMO energy (eV) = -9.89
- SMILES = COP(=O)(OC)OC.COP(=O)(OC)OC.COP(=O)(OC)OC.COP(=O)(OC)OC.COP(=O)(OC)OC.COP(=O)(OC)OC.CO.CO
- frontier orbital gap (Ha) = 0.3742
- energy above the lowest of the compared OMol25 structures with the same formula, charge and spin (kJ/mol) = 0.0

```
114
C20H62O26P6 | OMol25 | ωB97M-V/def2-TZVPD
C -1.1804 1.3080 -3.8835
O -0.7180 2.1169 -4.9741
P 0.0197 1.3846 -6.1557
O 1.2626 0.7079 -5.8060
O -1.1130 0.4545 -6.7418
C -0.7731 -0.4248 -7.8236
O 0.1354 2.5200 -7.2370
C 1.1343 3.5365 -7.0516
H -0.7004 0.3277 -3.8539
H -2.2611 1.2523 -3.9187
H -0.8358 1.7649 -2.9546
H -1.5031 -0.2848 -8.6197
H -0.8215 -1.4572 -7.4837
H 0.2142 -0.2055 -8.2264
H 1.8339 3.4990 -7.8815
H 1.6716 3.4104 -6.1117
H 0.6308 4.5011 -7.0194
C -2.9808 -4.1908 -0.7706
O -3.3234 -2.8589 -1.2076
P -2.2842 -2.1162 -2.1161
O -0.9566 -1.8782 -1.5545
O -2.2434 -2.9934 -3.4212
C -1.3300 -2.6864 -4.4700
O -3.0361 -0.7846 -2.4672
C -4.2844 -0.7751 -3.1538
H -1.9785 -4.5024 -1.0685
H -3.6838 -4.9066 -1.1953
H -3.0609 -4.2340 0.3139
H -0.8869 -3.6111 -4.8297
H -0.5203 -2.0237 -4.1544
H -1.8389 -2.1735 -5.2898
H -4.3680 0.1561 -3.7096
H -5.1114 -0.8292 -2.4453
H -4.3640 -1.6090 -3.8529
C 6.6990 -1.3148 0.1968
O 5.6801 -0.8932 -0.7168
P 4.2460 -1.5391 -0.5922
O 4.1510 -2.9673 -0.8544
O 3.7162 -1.1676 0.8595
C 3.6969 0.1820 1.2977
O 3.4831 -0.5834 -1.5665
C 2.1136 -0.8475 -1.8546
H 6.8432 -0.5427 0.9531
H 7.6229 -1.4418 -0.3601
H 6.4344 -2.2539 0.6825
H 4.2639 0.2871 2.2232
H 2.6615 0.4699 1.4893
H 4.1070 0.8836 0.5685
H 1.6122 -1.3499 -1.0288
H 2.0074 -1.4652 -2.7454
H 1.6077 0.1057 -1.9972
C -6.2417 1.4364 2.6897
O -5.1864 1.1592 3.6006
P -3.7328 1.6219 3.2060
O -3.4580 3.0499 3.3096
O -2.8711 0.6781 4.1013
C -1.4413 0.9270 4.1536
O -3.5453 1.1145 1.7211
C -3.6663 -0.2609 1.3490
H -6.0165 2.2576 2.0052
H -7.1137 1.7619 3.2572
H -6.5121 0.5537 2.1103
H -1.1882 1.8660 3.6636
H -0.9407 0.0939 3.6663
H -1.1678 0.9860 5.2027
H -4.4447 -0.3618 0.5939
H -3.9572 -0.8831 2.1991
H -2.7097 -0.6079 0.9646
C 0.1024 -3.6442 0.8629
O 0.6882 -4.9365 1.1302
P -0.2922 -6.1502 0.9814
O -0.9993 -6.3316 -0.2814
O 0.6109 -7.3914 1.3429
C 1.5189 -7.3627 2.4355
O -1.2482 -5.9394 2.2415
C -2.4539 -6.7005 2.3142
H 0.6061 -3.2082 0.0059
H 0.2056 -3.0126 1.7400
H -0.9573 -3.7372 0.6224
H 2.3985 -6.7642 2.1951
H 1.8381 -8.3817 2.6386
H 1.0558 -6.9474 3.3339
H -2.5221 -7.4587 1.5334
H -3.3047 -6.0275 2.2097
H -2.4915 -7.2040 3.2791
C 5.4536 4.0652 3.0665
O 4.9361 4.1284 4.3956
P 3.4691 4.6385 4.6819
O 3.0001 4.2648 6.0109
O 2.6774 4.0899 3.4467
C 1.2519 4.1615 3.3975
O 3.4889 6.1964 4.4142
C 3.8179 7.1266 5.4505
H 4.8813 4.6898 2.3781
H 5.3544 3.0464 2.6889
H 6.4931 4.3759 3.0557
H 0.9009 5.0585 2.8923
H 0.8399 4.0903 4.4057
H 0.8756 3.3101 2.8351
H 2.9806 7.7993 5.6059
H 4.7036 7.6842 5.1484
H 4.0614 6.6011 6.3736
C -0.3471 1.0033 0.5557
O 0.0289 -0.3777 0.5849
H -0.6233 1.3141 -0.4568
H -1.1766 1.1975 1.2238
H 0.5319 1.5860 0.8291
H -0.4217 -0.8106 -0.1555
C -1.4670 5.0450 0.6805
O -1.2624 3.8401 1.4110
H -2.5217 5.3299 0.6564
H -0.9388 5.8735 1.1593
H -1.1256 4.9106 -0.3458
H -2.1144 3.6105 1.8113
```

Mulliken atomic charge list, values in e, 6 entries: atom 1 (C): -0.224, atom 2 (O): -0.395, atom 3 (P): 1.129, atom 4 (O): -0.646, atom 5 (O): -0.283, atom 6 (C): -0.722